--- w ---
DFT (ωB97M-V/def2-TZVPD) results for a single C4H3N3 molecule.

Output
* M: 93.09 g/mol
* E_HOMO: -0.3427 Eh
* HOMO-LUMO gap: 9.319 eV

The geometry in ORCA input format:
```
! wB97M-V def2-TZVPD RIJCOSX def2/J DEFGRID3
* xyz 0 1
C 1.822 0.096 -0.157
C 1.570 -0.366 0.991
C 0.156 -0.103 0.442
C -0.492 1.002 -0.082
N -1.719 0.632 -0.536
N -1.890 -0.626 -0.288
N -0.767 -1.094 0.271
H 2.153 0.495 -1.108
H -0.071 1.991 -0.200
H -0.762 -2.025 0.668
*
```



--- x ---
DFT (ωB97M-V/def2-TZVPD) results for a single C4H3N3 molecule.

Output
* M: 93.09 g/mol
* E_HOMO: -0.3506 Eh
* HOMO-LUMO gap: 10.347 eV

The geometry in ORCA input format:
```
! wB97M-V def2-TZVPD RIJCOSX def2/J DEFGRID3
* xyz 0 1
C -1.982 0.254 1.567
C -1.125 0.128 0.752
C 0.076 0.101 0.012
C 1.400 -0.104 0.336
H -2.874 0.463 2.086
H 1.944 -0.348 1.212
H -0.687 0.182 -1.970
N 2.091 -0.365 -0.889
N 1.162 -0.307 -1.812
N -0.004 -0.003 -1.294
*
```



--- y ---
DFT (ωB97M-V/def2-TZVPD) results for C4H3N3 as an isolated structure.

Output
* M: 93.09 g/mol
* E_HOMO (spin up / spin down): -0.3454 / -0.3454 Eh
* HOMO-LUMO gap (spin up / spin down): 8.346 / 8.347 eV

The geometry in ORCA input format:
```
! wB97M-V def2-TZVPD RIJCOSX def2/J DEFGRID3
* xyz 0 1
N 1.997 -0.109 -1.500
C 1.173 -0.092 -0.667
C 0.647 -0.360 0.948
N -0.348 -1.369 0.931
C -1.049 -0.878 -0.030
C -0.395 0.439 -0.286
N -0.079 0.859 1.103
H -1.875 -1.361 -0.544
H -0.633 1.217 -1.008
H 0.562 1.655 1.053
*
```



x has the most favorable energy; the next structure is 0.0689 hartree above.



--- w ---
DFT (ωB97M-V/def2-TZVPD) results for C4H3N3 as an isolated structure.

Output
* M: 93.09 g/mol
* E_HOMO (spin up / spin down): -0.3214 / -0.3213 Eh
* HOMO-LUMO gap (spin up / spin down): 8.471 / 8.469 eV

The geometry in ORCA input format:
```
! wB97M-V def2-TZVPD RIJCOSX def2/J DEFGRID3
* xyz 0 1
C -0.090 -0.008 1.118
C -0.272 -1.070 0.272
N -0.773 -1.773 -0.553
C 0.580 0.791 -1.336
C 0.286 1.564 -0.090
N 0.840 0.294 -2.344
N 0.229 2.660 0.323
H -0.694 -2.756 -0.759
H -0.950 0.302 1.702
H 0.844 -0.004 1.666
*
```



--- x ---
DFT (ωB97M-V/def2-TZVPD) results for a single C4H3N3 molecule.

Output
* M: 93.09 g/mol
* E_HOMO: -0.3410 Eh
* HOMO-LUMO gap: 9.419 eV

The geometry in ORCA input format:
```
! wB97M-V def2-TZVPD RIJCOSX def2/J DEFGRID3
* xyz 0 1
C -1.154 1.527 -0.839
C 1.175 -0.074 -0.432
C 1.121 -1.042 0.471
C -0.385 0.511 -0.231
N -1.759 2.314 -1.403
N -0.013 -1.121 1.216
N -0.899 -0.282 0.695
H 1.875 -0.107 -1.312
H 1.896 -1.659 0.693
H -1.858 -0.068 1.142
*
```



x has the most favorable energy; the next structure is 0.0671 hartree above.



--- w ---
DFT (ωB97M-V/def2-TZVPD) results for a single C25H28N4O2 molecule.

Output
* M: 416.52 g/mol
* E_HOMO: -0.3115 Eh
* HOMO-LUMO gap: 7.979 eV

The geometry in ORCA input format:
```
! wB97M-V def2-TZVPD RIJCOSX def2/J DEFGRID3
* xyz 0 1
C -1.180 2.233 4.112
H -1.791 2.406 3.230
H -0.709 1.256 4.031
H -1.834 2.220 4.980
C -0.118 3.325 4.228
N 0.846 3.027 5.274
C 0.349 3.304 6.610
H 0.445 4.375 6.864
C 1.066 2.462 7.659
H 2.118 2.727 7.725
H 0.611 2.621 8.634
H 0.989 1.409 7.403
H -0.713 3.054 6.633
C 2.182 3.557 5.031
H 2.530 4.138 5.891
C 3.174 2.412 4.775
N 2.763 1.618 3.645
C 3.421 1.623 2.463
O 4.481 2.199 2.302
C 2.773 0.827 1.380
C 3.592 0.192 0.450
C 3.061 -0.552 -0.583
C 1.678 -0.660 -0.717
C 0.852 -0.002 0.195
C 1.392 0.729 1.234
H 0.726 1.246 1.909
H -0.222 -0.065 0.084
N 1.066 -1.384 -1.738
C 1.639 -2.171 -2.699
O 2.829 -2.392 -2.790
C 0.675 -2.771 -3.652
C -0.498 -2.243 -4.012
C -1.431 -2.787 -4.989
N -2.540 -2.092 -5.128
C -3.475 -2.500 -6.000
C -4.656 -1.738 -6.136
C -5.626 -2.126 -7.017
C -5.465 -3.283 -7.797
C -4.332 -4.042 -7.688
C -3.313 -3.672 -6.791
C -2.116 -4.401 -6.625
C -1.179 -3.967 -5.732
H -0.257 -4.508 -5.594
H -1.957 -5.296 -7.210
H -4.202 -4.933 -8.286
H -6.246 -3.568 -8.486
H -6.529 -1.543 -7.122
H -4.761 -0.853 -5.529
H -0.849 -1.310 -3.588
H 1.057 -3.667 -4.119
H 0.056 -1.338 -1.739
H 3.705 -1.049 -1.289
H 4.661 0.295 0.555
H 1.868 1.165 3.731
H 3.236 1.771 5.658
H 4.162 2.815 4.543
H 2.187 4.223 4.161
H 0.422 3.383 3.279
H -0.611 4.299 4.389
*
```



--- x ---
DFT (ωB97M-V/def2-TZVPD) results for a single C25H28N4O2 molecule.

Output
* M: 416.52 g/mol
* E_HOMO: -0.2761 Eh
* HOMO-LUMO gap: 7.310 eV

The geometry in ORCA input format:
```
! wB97M-V def2-TZVPD RIJCOSX def2/J DEFGRID3
* xyz 0 1
C 5.988 -1.909 -3.841
C 4.812 -2.139 -2.944
C 4.898 -1.882 -1.581
C 3.812 -2.076 -0.749
C 2.601 -2.534 -1.264
C 2.510 -2.782 -2.633
C 3.599 -2.589 -3.457
H 3.513 -2.792 -4.514
H 1.573 -3.136 -3.035
C 1.433 -2.742 -0.406
N 0.261 -2.661 -0.973
N -0.840 -2.812 -0.262
C -0.893 -3.034 1.110
O -1.963 -3.077 1.688
C 0.413 -3.180 1.717
C 1.541 -3.034 0.988
H 2.514 -3.159 1.437
H 0.429 -3.407 2.772
C -2.080 -2.714 -1.004
H -1.825 -2.448 -2.032
H -2.582 -3.686 -0.992
C -3.115 -1.725 -0.438
O -4.266 -2.079 -0.297
N -2.709 -0.461 -0.199
C -1.404 0.119 -0.410
H -0.740 -0.548 -0.955
C -0.826 0.497 0.963
N -1.687 1.429 1.650
C -1.466 2.798 1.554
C -2.086 3.661 2.465
C -1.851 5.019 2.421
C -0.985 5.558 1.486
C -0.342 4.723 0.583
C -0.590 3.360 0.621
H -0.090 2.737 -0.105
C 0.587 5.296 -0.446
H 0.014 5.756 -1.252
H 1.218 6.066 -0.006
H 1.222 4.525 -0.876
H -0.803 6.622 1.460
H -2.341 5.665 3.135
H -2.737 3.262 3.228
C -3.045 0.928 1.814
C -3.610 0.466 0.455
H -4.566 -0.040 0.596
H -3.751 1.337 -0.196
H -3.668 1.760 2.150
C -3.117 -0.190 2.855
H -2.524 0.077 3.727
H -4.148 -0.331 3.165
H -2.762 -1.139 2.462
H 0.176 0.914 0.871
H -0.758 -0.408 1.577
H -1.536 1.030 -1.007
H 3.906 -1.847 0.302
H 5.828 -1.524 -1.165
H 5.946 -2.560 -4.711
H 6.921 -2.083 -3.311
H 5.989 -0.877 -4.193
*
```



w has the most favorable energy; the next structure is 0.0192 hartree above.



--- w ---
DFT (ωB97M-V/def2-TZVPD) results for an isolated ion of composition C6H12N3 and charge +1.

Output
* M: 126.18 g/mol
* E_HOMO: -0.5500 Eh
* HOMO-LUMO gap: 10.464 eV

The geometry in ORCA input format:
```
! wB97M-V def2-TZVPD RIJCOSX def2/J DEFGRID3
* xyz 1 1
C -2.149 -0.993 -1.777
C -0.909 -1.376 -1.147
C 0.909 1.507 0.028
C 1.852 -0.830 0.147
C 0.038 0.174 1.786
C 0.583 0.046 0.406
N -2.557 0.159 -1.335
N -1.697 0.622 -0.480
N -0.513 -0.364 -0.432
H -2.767 -1.742 -2.273
H -0.293 -2.232 -1.352
H 1.393 1.752 -0.942
H -0.009 2.086 -0.123
H 1.608 1.778 0.897
H 1.714 -1.646 -0.487
H 2.487 -0.107 -0.539
H 2.275 -1.032 1.075
H 0.965 0.300 2.473
H -0.654 1.113 1.972
H -0.458 -0.717 2.263
H -1.819 1.502 -0.161
*
```



--- x ---
DFT (ωB97M-V/def2-TZVPD) results for an isolated ion of composition C6H12N3 and charge +1.

Output
* M: 126.18 g/mol
* E_HOMO: -0.4724 Eh
* HOMO-LUMO gap: 9.036 eV

The geometry in ORCA input format:
```
! wB97M-V def2-TZVPD RIJCOSX def2/J DEFGRID3
* xyz 1 1
C 0.296 0.694 -0.652
C 1.475 1.281 -0.343
C -2.082 0.493 0.932
C -2.627 0.434 -0.494
C -1.554 -0.519 -0.052
C -0.221 -0.597 -0.445
N 2.514 -0.775 0.455
N 0.354 -1.747 -0.628
N 2.479 0.634 0.269
H -0.353 1.555 -0.728
H 1.583 2.245 -0.641
H -1.493 1.416 0.951
H -2.598 0.142 1.800
H -3.605 0.011 -0.757
H -2.202 1.318 -0.988
H -2.027 -1.462 0.172
H 3.412 -1.090 0.242
H 2.242 -0.933 1.454
H -0.163 -2.587 -0.628
H 1.335 -1.665 -0.608
H 3.236 1.151 0.689
*
```



--- y ---
DFT (ωB97M-V/def2-TZVPD) results for an isolated ion of composition C6H12N3 and charge +1.

Output
* M: 126.18 g/mol
* E_HOMO: -0.5087 Eh
* HOMO-LUMO gap: 9.768 eV

The geometry in ORCA input format:
```
! wB97M-V def2-TZVPD RIJCOSX def2/J DEFGRID3
* xyz 1 1
C -1.232 1.210 -0.082
C 0.098 0.893 0.187
C -1.970 0.018 0.070
C 0.249 -0.615 0.405
C 1.295 1.810 0.284
C 0.986 -1.152 -1.127
N -1.126 -1.005 0.310
N -3.221 -0.214 -0.225
N 0.998 -1.173 1.380
H -1.634 2.171 -0.138
H 1.116 2.911 0.318
H 2.094 1.719 -0.605
H 1.762 1.573 1.151
H 0.279 -1.364 -1.819
H 1.663 -2.040 -0.810
H 1.636 -0.354 -1.429
H -1.377 -1.973 0.464
H -3.747 0.271 -0.909
H -3.571 -1.125 -0.094
H 1.315 -2.081 1.045
H 0.625 -1.075 2.314
*
```



y has the most favorable energy; the next structure is 0.0733 hartree above.